# 1
The following is a DFT calculation (the ωB97M-V functional and the def2-TZVPD basis) of a 2-piece molecular cluster, C2H3IN2 overall.

orbital gap	6.4	eV
E_tot	-485.0325	hartree
E_HOMO	-8.59	eV
multiplicity	1
M	182.0	u

Atoms and positions in Å:
I  -2.6637  2.8823  2.6490
N  -0.6850  1.3012  1.1160
N  -0.1869  -0.6572  0.0048
H  1.5196  -0.9949  -0.9048
C  0.8005  -0.2850  -0.6239
H  -2.7429  0.5306  1.4540
H  1.0227  0.6667  -0.9504
C  -1.8332  1.2227  1.4977

Here are the natural (NBO) charges for atoms 1 to 2, given in e:
1 I 0.037
2 N -0.302

# 2
The following is a DFT calculation (the ωB97M-V functional and the def2-TZVPD basis) of a 2-piece molecular cluster, C5H16NSi overall.

orbital gap	9.7	eV
E_tot	-543.9837	hartree
charge	+1
E_HOMO	-13.24	eV
multiplicity	1
M	118.3	u

Atoms and positions in Å:
H  3.9954  0.9290  -0.1193
H  0.5042  -1.6598  0.9277
H  -3.4781  0.4299  -0.6253
H  -2.7534  -1.1628  -1.1973
H  1.4189  1.7056  -0.0871
C  1.8637  0.8234  0.4871
H  -1.5384  2.0450  0.9029
Si  -1.6033  -0.3864  0.6495
C  3.0145  0.3939  -0.3621
H  1.6819  0.7604  1.5437
C  0.2416  -0.7920  0.2790
C  -2.5886  -0.1192  -0.9074
H  -2.2070  0.4518  -1.8257
H  0.4305  -2.1214  -1.3126
H  -2.3660  1.2570  2.3079
H  -0.6421  1.3792  2.2020
H  -1.9355  -1.6594  1.0964
H  1.5452  -0.8668  -1.2707
H  3.2414  -0.6904  -0.2276
C  -1.5434  1.2570  1.6113
N  0.5328  -1.1360  -1.1165
H  0.0341  -0.5349  -1.8936
H  2.7835  0.4455  -1.4261

Here are the natural (NBO) charges for atoms 1 to 2, given in e:
1 H 0.297
2 H 0.226

# 3
The following is a DFT calculation (the ωB97M-V functional and the def2-TZVPD basis) of a single C4H9NO molecule.

orbital gap	10.3	eV
E_tot	-287.6858	hartree
SMILES	CNC[C@@H]1CO1
E_HOMO	-9.26	eV
multiplicity	1
M	87.1	u

Atoms and positions in Å:
H  2.4548  0.9206  1.0048
H  -0.0714  -1.5912  0.6920
O  -1.6687  -0.2931  -0.8595
C  -0.6869  0.3137  -0.0163
H  -0.3317  1.2838  -0.4986
C  2.1880  0.6712  -0.0818
C  0.3768  -0.6424  0.5716
H  1.5861  1.6175  -0.2405
C  -2.1575  0.3720  0.4315
H  -2.5899  1.4881  0.4975
H  -2.7561  -0.4663  0.9421
H  3.0812  0.8136  -0.8305
N  1.6798  -0.6903  -0.0954
H  0.4508  -0.2041  1.6084
H  1.4456  -0.9722  -1.0613

Here are the natural (NBO) charges for atoms 1 to 2, given in e:
1 H 0.193
2 H 0.215

# 4
The following is a DFT calculation (the ωB97M-V functional and the def2-TZVPD basis) of a single C14H10N2O4S3 molecule.

orbital gap	8.3	eV
E_tot	-2144.4574	hartree
SMILES	O=C(CSc1nnc(SCC(=O)c2ccco2)s1)c1ccco1
E_HOMO	-8.36	eV
multiplicity	1
M	366.4	u

Atoms and positions in Å:
H  -3.3050  -0.7864  1.8553
H  4.1066  -1.5112  -1.8831
C  5.1109  1.6311  1.3189
H  -4.2863  3.6635  -1.2492
C  4.3312  0.5016  1.6224
O  -3.8688  1.2826  0.9343
S  -2.4399  -2.8365  0.9451
O  2.8377  -2.0218  1.0225
H  5.8431  2.2520  -0.6922
O  -4.1541  -1.5365  -1.2127
C  -3.9711  -0.8766  -0.2157
H  2.8427  -2.7163  -1.4536
N  -0.3757  -0.1288  -0.8145
C  0.5640  -0.9673  -1.0756
C  -4.0459  0.5756  -0.2069
C  -4.2453  1.4404  -1.2612
C  3.3554  -1.3575  0.1510
H  -4.4077  1.1566  -2.2802
N  -1.3950  -0.6489  -0.1576
C  -3.6755  -1.5133  1.1361
H  3.9686  0.1882  2.5796
S  0.2343  -2.6031  -0.4779
H  -4.5704  -2.0074  1.5158
H  -3.8294  3.2861  1.4075
C  4.1075  -0.1441  0.4245
C  3.1967  -1.6952  -1.3165
H  5.4756  2.3690  2.0031
C  -3.9489  2.5741  0.6138
C  5.3094  1.5946  -0.0335
C  -1.2585  -1.9095  0.1049
S  1.9600  -0.5278  -2.0032
C  -4.1805  2.7374  -0.7229
O  4.7143  0.5355  -0.5784

Here are the natural (NBO) charges for atoms 1 to 2, given in e:
1 H 0.252
2 H 0.259

> E_tot of number 2 (C5H16NSi)?

-543.9837 hartree